Molecular formula: C8H19N3O4
Method: DFT, ωB97M-V with the def2-TZVPD basis set

CARTESIAN COORDINATES (ANGSTROEM)
O 5.08 1.90 -1.78
O 1.01 1.83 -4.52
O 2.48 2.83 -3.25
O 2.93 1.21 -1.64
N 2.08 1.68 -4.11
N 1.12 2.64 -1.33
N -0.85 -0.77 0.64
C -2.11 -0.04 0.55
C -0.79 -1.93 -0.22
C -2.04 1.33 1.21
C -1.20 -1.66 3.02
C 2.43 2.55 -1.86
C -0.32 -0.95 1.99
C -1.75 -3.09 0.05
C 4.27 1.03 -1.69
H -1.75 -3.78 -0.80
H -1.24 -2.74 2.87
H -2.31 0.09 -0.51
H -0.82 -1.48 4.02
H -1.46 -3.67 0.93
H -2.96 -0.60 0.96
H -2.23 -1.29 2.99
H -0.96 -1.58 -1.25
H 0.68 1.72 -1.27
H -1.93 1.27 2.29
H -0.06 0.04 2.38
H 0.63 -1.48 1.89
H 1.17 2.99 -0.37
H 4.49 -0.05 -1.62
H -2.77 -2.74 0.20
H -2.96 1.88 1.01
H -1.20 1.90 0.81
H 0.24 -2.31 -0.20
H 3.11 3.28 -1.41

Output
Energy above the lowest of the compared OMol25 structures with the same formula, charge and spin   2.749 eV
SMILES   N[C@@H](OC=O)ON=O.CCN(CC)CC
Orbital gap   8.1 eV
Molecular weight   221.26 g/mol
LUMO energy   -0.3 eV
E_HOMO   -0.309 Ha

---

Molecular formula: C8H19N4
Method: DFT, ωB97M-V with the def2-TZVPD basis set

CARTESIAN COORDINATES (ANGSTROEM)
N -0.63 -0.09 -0.03
N -1.69 0.25 1.99
N 1.38 1.05 -1.67
N -0.24 -0.77 -1.04
C -1.66 1.66 1.70
C 1.18 -2.86 -0.46
C 1.63 1.50 -0.31
C 0.95 -0.15 -1.92
C -0.15 -2.32 -1.01
C -1.27 -0.57 1.01
C 1.80 1.95 -2.76
C -2.36 -0.19 3.21
H -2.36 2.04 0.85
H 2.78 2.39 -2.81
H -2.33 -1.28 3.12
H 1.38 2.58 -0.14
H 1.32 -3.95 -0.37
H 2.23 -2.43 -0.75
H -0.23 -2.44 -2.13
H -3.31 0.34 3.08
H -2.03 2.18 2.58
H -0.96 -2.78 -0.34
H 1.16 2.85 -2.89
H -1.53 -1.65 1.25
H 0.88 1.06 0.37
H 2.70 1.22 -0.12
H 1.70 1.23 -3.60
H -1.83 0.10 4.07
H -0.72 2.01 1.51
H 1.27 -2.46 0.49
H 0.94 -0.50 -2.91

Output
Energy above the lowest of the compared OMol25 structures with the same formula, charge and spin   5.256 eV
SMILES   CC[N+](=C/N(C)C)/N=C/N(C)C
Orbital gap (spin up / spin down)   7.3 / 7.3 eV
Molecular weight   171.27 g/mol
LUMO energy (spin up / spin down)   -3.9 / -3.9 eV
Charge   +1
E_HOMO (spin up / spin down)   -0.410 / -0.410 Ha

---

Molecular formula: C8H19N4O9Sr
Method: DFT, ωB97M-V with the def2-TZVPD basis set

CARTESIAN COORDINATES (ANGSTROEM)
Sr -0.42 -0.06 -0.47
O -2.08 -0.25 -2.77
O 0.41 1.82 0.71
O 0.66 -2.42 -1.10
O 0.67 0.94 -2.59
O -2.49 1.19 0.18
O -2.64 -1.49 -0.99
O 1.28 1.92 -4.44
O 1.67 -1.28 0.44
O -1.09 -0.48 2.07
N 1.51 3.85 0.79
N 0.06 -1.93 3.38
N 2.51 1.93 1.51
N -2.10 -1.30 3.88
C -1.03 -1.21 3.07
C 1.38 2.52 1.02
C -4.01 -1.59 -2.92
C -2.76 -1.13 -2.20
C 2.17 2.80 -2.37
C 1.56 -2.35 -0.22
C 2.37 -3.55 0.30
C 1.34 1.84 -3.20
H 2.79 2.17 -1.73
H 2.52 0.94 1.65
H 2.89 3.36 -2.97
H 0.89 -1.70 2.85
H -0.04 -2.51 4.19
H -2.91 2.05 0.30
H -2.91 -0.73 3.74
H -3.68 -2.50 -3.45
H 3.23 -3.18 0.87
H -4.82 -1.98 -2.31
H 2.83 -3.87 -0.64
H 0.95 4.40 0.17
H -4.33 -0.90 -3.70
H 2.24 4.26 1.34
H 3.30 2.55 1.53
H -3.13 0.55 0.50
H 1.55 3.55 -1.88
H -2.12 -2.02 4.58
H 1.75 -4.21 0.89

Output
Energy above the lowest of the compared OMol25 structures with the same formula, charge and spin   0.000 eV
Orbital gap   6.2 eV
Molecular weight   402.88 g/mol
LUMO energy   2.1 eV
Charge   -1
E_HOMO   -0.150 Ha

---

Molecular formula: C8H19NO
Method: DFT, ωB97M-V with the def2-TZVPD basis set

CARTESIAN COORDINATES (ANGSTROEM)
O -1.37 -1.37 1.40
N -2.00 -0.44 -0.41
C 0.18 1.43 0.56
C 3.18 -0.93 0.09
C 2.13 -0.13 0.71
C -0.53 2.36 -0.37
C -2.95 0.25 0.36
C -1.30 -1.43 0.20
C 1.29 0.80 -0.29
C -0.49 -2.37 -0.74
H -1.24 -2.29 -1.83
H 1.13 -0.02 -1.01
H -2.89 1.42 0.13
H 2.50 0.40 1.71
H -0.80 -3.46 -0.45
H 1.45 -0.84 1.18
H -1.55 2.49 0.35
H -0.60 0.62 0.88
H 3.45 -1.56 0.99
H 2.68 -1.44 -0.79
H -1.83 -0.09 -1.51
H 0.78 -2.42 -0.95
H -3.94 0.14 0.21
H -0.02 3.58 -0.57
H 1.88 1.56 -0.98
H -2.82 0.12 1.38
H 0.56 2.01 1.35
H 4.05 -0.23 -0.32
H -0.93 1.84 -1.30

Output
Energy above the lowest of the compared OMol25 structures with the same formula, charge and spin   6.301 eV
Orbital gap   10.1 eV
Molecular weight   145.25 g/mol
LUMO energy   0.7 eV
E_HOMO   -0.346 Ha

---

| no. | E_tot (eV) |
| --- | --- |
| 1 | -21260.989 |
| 2 | -14553.888 |
| 3 | -33836.074 |
| 4 | -12136.310 |